Formula: C31H34Cl34N4O2
Source: OMol25
Level of theory: the ωB97M-V functional and the def2-TZVPD basis

Computed properties:
Kohn-Sham gap (eV): 9.023
E_tot (eV): -468515.8397
SMILES: CCCN1C(=O)c2c(Cl)c(-c3ccccn3)c(N)c(CCCCN)c2C1=O.ClC(Cl)Cl.ClC(Cl)Cl.ClC(Cl)Cl.ClC(Cl)Cl.ClC(Cl)Cl.ClC(Cl)Cl.ClC(Cl)Cl.ClC(Cl)Cl.ClC(Cl)Cl.ClC(Cl)Cl.ClC(Cl)Cl

Last columns: bonded neighbours and bond lengths (Å).
Element x y z (Å)
1 C -0.322 4.783 2.263  C2 1.542, H28 1.094, H29 1.089, H30 1.087
2 C 0.123 3.386 2.742  C1 1.542, C3 1.537, H31 1.089, H32 1.089
3 C -0.794 2.995 3.913  C2 1.537, N4 1.498, H33 1.089, H34 1.089
4 N -0.943 1.520 4.120  C3 1.498, C5 1.430, C26 1.408
5 C -2.281 1.125 3.809  N4 1.430, O6 1.185, C7 1.510
6 O -3.238 1.359 4.468  C5 1.185
7 C -2.152 0.377 2.503  C5 1.510, C8 1.379, C25 1.383
8 C -3.123 0.015 1.594  C7 1.379, Cl9 1.724, C10 1.413
9 Cl -4.781 0.411 1.860  C8 1.724
10 C -2.724 -0.673 0.426  C8 1.413, C11 1.502, C17 1.392
11 C -3.810 -1.017 -0.554  C10 1.502, C12 1.387, N16 1.331
12 C -3.908 -0.304 -1.739  C11 1.387, C13 1.387, H35 1.090
13 C -4.952 -0.611 -2.600  C12 1.387, C14 1.390, H36 1.081
14 C -5.849 -1.611 -2.244  C13 1.390, C15 1.388, H37 1.074
15 C -5.640 -2.238 -1.024  C14 1.388, N16 1.331, H38 1.086
16 N -4.655 -1.970 -0.170  C11 1.331, C15 1.331
17 C -1.380 -0.981 0.235  C10 1.392, N18 1.448, C19 1.419
18 N -0.987 -1.691 -0.964  C17 1.448, H39 1.011, H40 1.017
19 C -0.389 -0.605 1.178  C17 1.419, C20 1.507, C25 1.384
20 C 1.078 -0.891 0.986  C19 1.507, C21 1.539, H41 1.089, H42 1.087
21 C 1.881 0.372 0.627  C20 1.539, C22 1.538, H43 1.090, H44 1.088
22 C 1.383 1.127 -0.617  C21 1.538, C23 1.540, H45 1.094, H46 1.092
23 C 1.783 0.442 -1.937  C22 1.540, N24 1.477, H47 1.093, H48 1.088
24 N 0.855 0.791 -3.032  C23 1.477, H49 1.014, H50 1.015
25 C -0.816 0.089 2.298  C7 1.383, C19 1.384, C26 1.515
26 C -0.039 0.661 3.466  N4 1.408, C25 1.515, O27 1.192
27 O 1.094 0.444 3.768  C26 1.192
28 H -1.211 4.628 1.645  C1 1.094
29 H -0.632 5.423 3.087  C1 1.089
30 H 0.414 5.250 1.614  C1 1.087
31 H 0.034 2.725 1.882  C2 1.089
32 H 1.138 3.466 3.126  C2 1.089
33 H -0.374 3.420 4.823  C3 1.089
34 H -1.777 3.428 3.734  C3 1.089
35 H -3.175 0.469 -1.972  C12 1.090
36 H -5.029 -0.058 -3.526  C13 1.081
37 H -6.690 -1.862 -2.864  C14 1.074
38 H -6.352 -2.998 -0.719  C15 1.086
39 H -0.398 -2.468 -0.697  N18 1.011
40 H -0.369 -1.059 -1.467  N18 1.017
41 H 1.519 -1.266 1.908  C20 1.089
42 H 1.194 -1.651 0.218  C20 1.087
43 H 2.901 0.050 0.416  C21 1.090
44 H 1.924 1.061 1.467  C21 1.088
45 H 0.301 1.273 -0.567  C22 1.094
46 H 1.890 2.094 -0.622  C22 1.092
47 H 1.864 -0.641 -1.814  C23 1.093
48 H 2.762 0.806 -2.242  C23 1.088
49 H 1.140 1.693 -3.398  N24 1.014
50 H -0.076 0.932 -2.652  N24 1.015
51 Cl -2.556 1.245 -3.799  C52 1.773
52 C -1.545 1.519 -5.230  Cl51 1.773, Cl53 1.762, Cl54 1.766, H55 1.084
53 Cl -2.236 0.704 -6.631  C52 1.762
54 Cl -1.341 3.245 -5.539  C52 1.766
55 H -0.570 1.088 -5.034  C52 1.084
56 Cl 4.373 -2.379 1.433  C57 1.769
57 C 5.157 -1.367 2.654  Cl56 1.769, Cl58 1.762, Cl59 1.764, H60 1.082
58 Cl 6.897 -1.648 2.664  C57 1.762
59 Cl 4.806 0.339 2.381  C57 1.764
60 H 4.758 -1.643 3.621  C57 1.082
61 Cl -7.234 -4.175 -6.172  C62 1.763
62 C -5.726 -3.288 -6.389  Cl61 1.763, Cl63 1.770, Cl64 1.765, H65 1.082
63 Cl -5.287 -2.449 -4.893  C62 1.770
64 Cl -4.433 -4.370 -6.908  C62 1.765
65 H -5.876 -2.547 -7.163  C62 1.082
66 Cl 5.391 -0.537 -1.261  C67 1.761
67 C 5.206 -1.990 -2.238  Cl66 1.761, Cl68 1.767, Cl69 1.762, H70 1.083
68 Cl 4.292 -1.639 -3.709  C67 1.767
69 Cl 6.777 -2.684 -2.631  C67 1.762
70 H 4.648 -2.719 -1.662  C67 1.083
71 Cl 10.097 -2.436 2.184  C72 1.767
72 C 9.918 -3.890 1.196  Cl71 1.767, Cl73 1.763, Cl74 1.763, H75 1.082
73 Cl 9.015 -3.530 -0.275  C72 1.763
74 Cl 11.494 -4.579 0.811  C72 1.763
75 H 9.359 -4.618 1.769  C72 1.082
76 Cl -10.650 -4.619 -3.961  C77 1.765
77 C -11.011 -6.041 -4.943  Cl76 1.765, Cl78 1.764, Cl79 1.764, H80 1.082
78 Cl -11.961 -5.594 -6.361  C77 1.764
79 Cl -9.525 -6.863 -5.419  C77 1.764
80 H -11.598 -6.724 -4.345  C77 1.082
81 Cl -5.750 3.837 5.834  C82 1.758
82 C -4.096 4.373 6.093  Cl81 1.758, Cl83 1.770, Cl84 1.764, H85 1.083
83 Cl -3.875 6.034 5.522  C82 1.770
84 Cl -3.651 4.239 7.795  C82 1.764
85 H -3.442 3.727 5.521  C82 1.083
86 Cl 13.951 -1.063 4.031  C87 1.764
87 C 12.628 0.091 3.855  Cl86 1.764, Cl88 1.765, Cl89 1.764, H90 1.082
88 Cl 11.809 0.341 5.398  C87 1.765
89 Cl 13.217 1.621 3.204  C87 1.764
90 H 11.910 -0.318 3.156  C87 1.082
91 Cl 6.330 2.251 -4.912  C92 1.765
92 C 6.160 0.814 -5.923  Cl91 1.765, Cl93 1.765, Cl94 1.763, H95 1.081
93 Cl 5.270 1.186 -7.400  C92 1.765
94 Cl 7.736 0.117 -6.295  C92 1.763
95 H 5.594 0.082 -5.365  C92 1.081
96 Cl -2.540 -4.222 -3.575  C97 1.752
97 C -1.025 -5.099 -3.493  Cl96 1.752, Cl98 1.766, Cl99 1.764, H100 1.082
98 Cl 0.074 -4.235 -2.414  C97 1.766
99 Cl -1.267 -6.762 -2.959  C97 1.764
100 H -0.583 -5.122 -4.480  C97 1.082
101 Cl -4.313 7.311 10.529  C102 1.765
102 C -4.851 7.926 8.964  Cl101 1.765, Cl103 1.764, Cl104 1.766, H105 1.083
103 Cl -6.527 7.472 8.657  C102 1.764
104 Cl -4.655 9.679 8.884  C102 1.766
105 H -4.234 7.481 8.194  C102 1.083